1.
Here is 2 unconnected molecules or ions with the total composition C2H8N2S at a distorted geometry from OMol25. Energies are from ωB97M-V/def2-TZVPD.

The largest force on an atom comes out at 2.37 eV/Å. The calculation puts the total energy at -16016.25452 eV. The spin multiplicity is 1. The value obtained for the orbital gap is 0.2039 Eh. As for the LUMO energy: -0.8 eV. The HOMO energy is -6.3 eV. The calculation puts the energy above the lowest of the compared OMol25 structures with the same formula, charge and spin at 58.6 kcal/mol.

Positions of all 13 atoms, in Å:
S (-0.36105, 2.30848, 2.67428)
H (-1.27246, 3.09111, 2.05285)
C (-0.24439, 0.01557, 0.00124)
C (-0.02527, -1.00625, -0.86953)
N (1.40865, -1.07907, -1.28902)
N (-1.38152, 0.34267, 0.65763)
H (0.57723, 0.69387, 0.29766)
H (-0.51085, -1.92655, -1.13516)
H (1.49022, -0.97863, -2.34024)
H (1.97927, -0.32540, -0.84154)
H (1.81587, -1.98671, -1.06243)
H (-2.19866, -0.22680, 0.36107)
H (-1.27704, 1.07773, 1.49320)

Formally, the natural (NBO) partial charges of the atoms, in units of the elementary charge, are as follows: atom 1 (S): -0.89, atom 2 (H): 0.11, atom 3 (C): 0.07, atom 4 (C): -0.34, atom 5 (N): -0.67, atom 6 (N): -0.80, atom 7 (H): 0.22, atom 8 (H): 0.21, atom 9 (H): 0.42, atom 10 (H): 0.44, atom 11 (H): 0.42, atom 12 (H): 0.38, atom 13 (H): 0.42

---

2.
Here is 5 unconnected molecules or ions with the total composition C2H14O4S at a distorted geometry from OMol25. Energies are from ωB97M-V/def2-TZVPD.

The largest force on an atom comes out at 1.76 eV/Å. The calculation puts the total energy at -21326.22431 eV. The spin multiplicity is 1. The value obtained for the orbital gap is 0.3454 Eh. As for the LUMO energy: 0.7 eV. The HOMO energy is -8.7 eV. The SMILES is CSC.O.O.O.O. The calculation puts the energy above the lowest of the compared OMol25 structures with the same formula, charge and spin at 18.2 kcal/mol.

Positions of all 21 atoms, in Å:
C (-0.11600, -1.64976, -1.43586)
S (-1.50590, -0.45791, -1.72173)
C (-0.79363, 1.22884, -1.83377)
H (-0.53377, -2.66550, -1.32708)
H (0.46206, -1.53384, -2.35245)
H (0.44851, -1.40772, -0.55191)
H (-1.10272, 1.54324, -2.82394)
H (0.30232, 1.02952, -1.86580)
H (-1.04711, 2.01257, -1.10758)
H (-0.88123, 0.12755, 2.31733)
H (-0.82335, 0.45716, 3.83985)
O (-0.33061, 0.49179, 3.02213)
H (2.84127, 1.32206, 1.89418)
H (1.66795, 0.43043, 2.31180)
O (2.36115, 0.53163, 1.64169)
H (-3.27144, -0.81967, 0.81774)
H (-2.01499, -0.21717, 0.35424)
O (-2.48793, -0.41380, 1.19894)
H (2.83925, -0.51634, -0.90791)
H (1.90838, 0.48780, -0.31840)
O (2.07779, 0.01912, -1.15145)

Formally, the natural (NBO) partial charges of the atoms, in units of the elementary charge, are as follows: atom 1 (C): -0.70, atom 2 (S): 0.12, atom 3 (C): -0.76, atom 4 (H): 0.23, atom 5 (H): 0.23, atom 6 (H): 0.23, atom 7 (H): 0.22, atom 8 (H): 0.26, atom 9 (H): 0.23, atom 10 (H): 0.51, atom 11 (H): 0.48, atom 12 (O): -0.99, atom 13 (H): 0.48, atom 14 (H): 0.51, atom 15 (O): -0.98, atom 16 (H): 0.48, atom 17 (H): 0.47, atom 18 (O): -1.00, atom 19 (H): 0.48, atom 20 (H): 0.50, atom 21 (O): -0.97

---

3.
Here is C14H20N3O8P in the gas phase at a distorted geometry from OMol25. Energies are from ωB97M-V/def2-TZVPD.

The largest force on an atom comes out at 1.22 eV/Å. The calculation puts the total energy at -44979.23569 eV. The spin multiplicity is 1. The value obtained for the orbital gap is 0.3276 Eh. As for the LUMO energy: -1.2 eV. The HOMO energy is -10.1 eV. The SMILES is CCOP(=O)(OCC)C(C)(C)NC(=O)c1cc([N+](=O)[O-])cc([N+](=O)[O-])c1.

Positions of all 46 atoms, in Å:
C (1.06462, 3.35446, 1.75121)
C (1.04385, 1.83726, 1.83104)
H (0.12301, 1.49379, 2.31125)
H (1.90995, 1.46506, 2.38580)
O (1.06236, 1.30963, 0.50333)
P (1.88649, 0.03508, 0.02710)
O (1.90222, -0.01679, -1.43286)
O (3.33226, 0.11207, 0.74275)
C (4.42253, 0.60489, -0.03033)
C (4.41417, 2.12145, -0.10012)
H (5.27392, 2.47004, -0.66602)
H (4.44978, 2.54761, 0.90027)
H (3.50321, 2.44877, -0.59742)
H (4.35752, 0.18828, -1.04007)
H (5.32382, 0.23274, 0.46504)
H (1.98309, 3.70035, 1.28373)
H (0.22281, 3.70508, 1.16045)
H (0.99436, 3.77220, 2.75175)
C (1.15645, -1.52029, 0.76603)
N (-0.18599, -1.55518, 0.20461)
C (-1.20374, -0.75334, 0.59055)
O (-1.27112, -0.15055, 1.64169)
C (-2.33822, -0.68559, -0.39603)
C (-3.04710, 0.50889, -0.47281)
C (-4.10723, 0.62826, -1.35950)
C (-4.49875, -0.43006, -2.16568)
C (-3.79448, -1.61932, -2.06153)
C (-2.71893, -1.75783, -1.19251)
H (-2.21900, -2.71421, -1.14026)
N (-4.18684, -2.75314, -2.88247)
O (-3.53231, -3.76438, -2.77284)
O (-5.13446, -2.60646, -3.61529)
H (-5.32986, -0.33253, -2.84980)
N (-4.83094, 1.88787, -1.44279)
O (-4.43117, 2.80091, -0.76110)
O (-5.78032, 1.92981, -2.18827)
H (-2.77016, 1.33966, 0.15997)
H (-0.18699, -1.85227, -0.76177)
C (1.94585, -2.67422, 0.16361)
H (2.95724, -2.66907, 0.56177)
H (1.47624, -3.62634, 0.40527)
H (2.00565, -2.56536, -0.91801)
C (1.18049, -1.59253, 2.28220)
H (2.19564, -1.41506, 2.62782)
H (0.86301, -2.58268, 2.60637)
H (0.51710, -0.85692, 2.72388)

Formally, the natural (NBO) partial charges of the atoms, in units of the elementary charge, are as follows: atom 1 (C): -0.62, atom 2 (C): -0.07, atom 3 (H): 0.21, atom 4 (H): 0.18, atom 5 (O): -0.83, atom 6 (P): 2.39, atom 7 (O): -1.11, atom 8 (O): -0.83, atom 9 (C): -0.07, atom 10 (C): -0.64, atom 11 (H): 0.22, atom 12 (H): 0.21, atom 13 (H): 0.22, atom 14 (H): 0.20, atom 15 (H): 0.19, atom 16 (H): 0.21, atom 17 (H): 0.22, atom 18 (H): 0.22, atom 19 (C): -0.22, atom 20 (N): -0.62, atom 21 (C): 0.67, atom 22 (O): -0.61, atom 23 (C): -0.06, atom 24 (C): -0.13, atom 25 (C): 0.01, atom 26 (C): -0.14, atom 27 (C): 0.01, atom 28 (C): -0.16, atom 29 (H): 0.25, atom 30 (N): 0.53, atom 31 (O): -0.37, atom 32 (O): -0.36, atom 33 (H): 0.28, atom 34 (N): 0.53, atom 35 (O): -0.36, atom 36 (O): -0.36, atom 37 (H): 0.27, atom 38 (H): 0.41, atom 39 (C): -0.62, atom 40 (H): 0.23, atom 41 (H): 0.22, atom 42 (H): 0.23, atom 43 (C): -0.63, atom 44 (H): 0.23, atom 45 (H): 0.22, atom 46 (H): 0.25

---

> The highest largest force on an atom belongs to which entry?

C2H8N2S

---

> What is the formula in the third record?

C14H20N3O8P